(1)
C6H34O11 | the ωB97M-V functional and the def2-TZVPD basis

Each line ends with the Mulliken charge.
Cartesian coordinates (Å):
1 C -2.0674 3.6497 0.8419  -0.93
2 C -3.1618 2.6503 1.1716  0.85
3 C -3.7116 2.8289 2.5819  -1.45
4 O -4.2318 2.9202 0.2359  -0.59
5 H -1.6640 3.2791 -0.1026  0.10
6 H -1.2775 3.4901 1.5830  0.24
7 H -2.3220 4.7020 0.8852  0.43
8 H -2.9353 1.5862 1.0373  -0.02
9 H -4.0858 3.8330 2.7867  0.34
10 H -2.9088 2.7479 3.3325  0.34
11 H -4.3978 2.0477 2.9134  0.38
12 H -4.9349 2.2739 0.3479  0.33
13 C 0.7707 -6.2372 -0.4129  -1.21
14 C 1.2654 -5.0024 -1.1636  0.04
15 C 0.8705 -3.7243 -0.4131  -0.82
16 O 2.6959 -5.0778 -1.2252  -0.55
17 H 0.9334 -7.1114 -1.0448  0.34
18 H -0.3192 -6.2117 -0.3123  0.34
19 H 1.2614 -6.2975 0.5533  0.34
20 H 0.9459 -4.8969 -2.1991  0.33
21 H -0.2130 -3.7173 -0.2471  0.15
22 H 1.0966 -2.8132 -0.9658  0.26
23 H 1.3101 -3.7537 0.5835  0.42
24 H 3.0536 -5.0923 -0.3322  0.35
25 O 0.9774 0.7236 -1.0200  -0.32
26 H 0.5652 -0.1161 -0.7327  0.24
27 H 0.5349 1.4002 -0.4938  0.16
28 O 2.1990 -0.8110 1.2698  -0.62
29 H 2.6834 -0.9557 0.4499  0.31
30 H 1.9709 0.1392 1.2581  0.41
31 O 1.0876 1.7768 1.8265  -0.58
32 H 1.1322 2.2409 2.6700  0.28
33 H 1.2796 2.4585 1.1562  0.25
34 O -1.1709 -1.2411 -0.5081  -0.55
35 H -1.9804 -0.7662 -0.7283  0.18
36 H -1.1498 -1.9922 -1.1172  0.34
37 O -1.7163 1.7236 -2.4367  -0.58
38 H -2.3859 1.2667 -1.9171  0.29
39 H -1.0471 1.0509 -2.6288  0.32
40 O 1.4390 3.5767 -0.3549  -0.61
41 H 1.0184 3.5490 -1.2251  0.26
42 H 2.2599 4.0667 -0.4944  0.27
43 O 3.6395 1.5391 -0.5528  -0.58
44 H 2.7265 1.5952 -0.8900  0.26
45 H 3.7344 2.2919 0.0355  0.28
46 O 2.3519 1.8942 -3.6897  -0.61
47 H 2.2947 1.2674 -2.9556  0.31
48 H 1.8282 2.6498 -3.4089  0.30
49 O -0.2078 -2.0278 2.3185  -0.65
50 H 0.5237 -1.3900 2.3124  0.33
51 H -0.5611 -1.9837 1.4217  0.31

The largest force on an atom is 2.25 eV Å⁻¹. The value obtained for the relative energy (zero: lowest compared OMol25 entry of this formula, charge and spin) is 54.2 kcal per mole. Its total energy is -29296.036 eV. The HOMO energy is -10.15 eV.

***

(2)
C11H23FN5O6P | the ωB97M-V functional and the def2-TZVPD basis

Each line ends with the Mulliken charge.
Cartesian coordinates (Å):
1 C -2.5203 1.2460 1.9856  -1.09
2 C -1.5740 0.1779 2.7360  0.49
3 F -1.3364 0.7648 4.0547  -0.36
4 C -0.1505 0.1387 2.0134  -0.53
5 N 0.1659 -1.1566 1.3192  -0.45
6 C 1.0326 -0.7867 0.1585  -0.83
7 N 0.6197 -1.0743 -1.2143  -0.03
8 C -0.3576 -0.0862 -1.7593  -0.30
9 C -1.8590 -0.4877 -1.3995  0.07
10 C -2.8698 0.6525 -1.9207  0.18
11 N -4.2798 0.2108 -2.0182  -0.34
12 O -2.4942 1.8159 -2.1756  -0.55
13 N 2.2404 -0.1696 0.3937  0.43
14 C 3.1824 0.2855 -0.6407  -0.55
15 C 4.5249 -0.5642 -0.5432  -0.03
16 O 4.7415 -1.5133 -1.3522  -0.60
17 N 5.4770 -0.1316 0.5163  0.04
18 C 6.2196 -1.3042 1.0546  -1.04
19 C 6.4053 0.8655 -0.1371  -0.84
20 H -3.1998 1.7758 2.7424  0.34
21 H -3.1847 0.7505 1.2121  0.26
22 H -1.9240 2.0741 1.4818  0.31
23 H -2.0688 -0.8303 2.8724  0.32
24 H 0.6757 0.3008 2.7906  0.19
25 H -0.1113 0.9623 1.2233  0.09
26 H -0.6740 -1.6421 0.9942  0.42
27 H 0.3191 -2.0470 -1.3419  0.29
28 H -0.1498 0.9082 -1.2468  0.05
29 H -0.1862 0.0172 -2.8878  0.27
30 H -2.0419 -0.5374 -0.2728  -0.29
31 H -2.1126 -1.4679 -1.9265  0.31
32 H -4.9025 0.8949 -1.5697  0.25
33 H -4.5393 0.0206 -2.9908  0.21
34 H 2.5291 -0.0049 1.3684  0.38
35 H 2.7733 0.2717 -1.6933  0.18
36 H 3.4599 1.3789 -0.3883  0.34
37 H 6.6279 -2.0015 0.2575  0.31
38 H 5.4797 -1.8644 1.7298  0.31
39 H 7.0755 -0.9770 1.7326  0.38
40 H 7.4999 0.5904 -0.0389  0.38
41 H 6.0662 0.9496 -1.2277  0.28
42 H 6.1755 1.8849 0.3383  0.23
43 O -7.9086 -0.5627 -2.2781  -0.60
44 P -8.1525 -0.0582 -0.8471  0.93
45 O -7.7670 1.4270 -0.7602  -0.61
46 O -7.2929 -0.8738 0.1315  -0.56
47 O -9.6339 -0.2229 -0.4765  -0.65

The largest force on an atom is 3.46 eV Å⁻¹. Its total energy is -43514.936 eV. The HOMO energy is 1.15 eV. As for the net charge: -2.

***

(3)
C21H26N2OS | the ωB97M-V functional and the def2-TZVPD basis

Each line ends with the Mulliken charge.
Cartesian coordinates (Å):
1 O -1.5362 -0.6572 -1.2790  -0.67
2 C -0.7244 -0.7068 -0.3782  0.61
3 C -0.2769 -2.0498 0.1368  -0.83
4 C 1.1783 -2.1022 -0.1721  -0.67
5 N 1.8415 -1.5959 1.1820  -0.01
6 C 3.2923 -1.8834 1.2503  -1.83
7 C 4.1802 -1.9176 0.1445  -0.68
8 C 4.5884 -0.6399 -0.3508  0.95
9 C 5.2237 0.3193 0.5199  -0.38
10 C 5.6259 1.7865 0.0039  -0.79
11 C 5.0537 2.2026 -1.0389  -0.03
12 C 4.3444 1.3089 -2.1003  -1.09
13 C 4.0112 0.1029 -1.4790  -0.35
14 C 1.7489 -0.1154 1.0420  0.47
15 C 0.4515 0.3782 1.3910  -2.21
16 N -0.3833 0.5087 0.2918  0.55
17 C -1.1494 1.5511 -0.0974  -1.03
18 C -2.0789 2.1939 1.0029  -1.10
19 S -3.1566 1.0261 1.9960  -0.16
20 C -4.0162 0.3806 0.3344  0.06
21 C -4.3883 -0.8956 0.4182  -0.56
22 C -4.8574 -1.6706 -0.5846  -0.41
23 C -5.4634 -0.7397 -1.5816  -0.43
24 C -5.1554 0.5026 -1.7860  -0.50
25 C -4.4533 0.9859 -0.7183  0.50
26 H -0.6126 -1.9271 1.2216  0.20
27 H -0.9151 -2.6975 -0.5228  0.37
28 H 1.4138 -3.1573 -0.1223  0.51
29 H 1.4819 -1.9053 -1.1574  0.37
30 H 3.6870 -1.4517 1.9373  1.24
31 H 3.2128 -3.0646 1.5660  0.32
32 H 3.8778 -2.2836 -0.8550  0.34
33 H 5.0975 -2.4121 0.4408  0.39
34 H 5.6252 -0.1798 1.3897  0.37
35 H 6.1553 2.3507 0.7242  0.40
36 H 5.2842 3.3461 -1.6890  0.12
37 H 3.9902 1.7241 -2.7968  0.70
38 H 3.5826 -0.5291 -2.2517  0.16
39 H 2.5352 0.4965 1.6489  0.40
40 H 1.9867 0.3764 -0.1281  0.02
41 H 0.4767 1.2506 1.6531  1.25
42 H 0.0776 -0.2023 2.2440  0.19
43 H -1.8307 1.5408 -0.9348  0.54
44 H -0.3142 2.4566 -0.3526  0.28
45 H -2.5950 3.2839 0.6320  0.31
46 H -1.4555 2.6355 1.6845  0.71
47 H -3.9267 -1.5323 1.0580  0.44
48 H -5.0100 -2.8009 -0.7043  0.34
49 H -5.7475 -1.3700 -2.6199  0.15
50 H -5.2037 1.0964 -2.6629  0.42
51 H -4.3192 2.2514 -0.8182  0.05

The largest force on an atom is 18.40 eV Å⁻¹. The value obtained for the relative energy (zero: lowest compared OMol25 entry of this formula, charge and spin) is 354.4 kcal per mole. Its total energy is -38047.460 eV. The HOMO energy is -8.57 eV.

***

(4)
C20H39AlClO11S | the ωB97M-V functional and the def2-TZVPD basis

Each line ends with the Mulliken charge.
Cartesian coordinates (Å):
1 C 0.8237 1.1603 3.8696  -0.43
2 O -0.5800 0.9646 3.6223  -0.44
3 C -1.0512 1.6577 2.4572  -0.33
4 C -1.3412 0.6931 1.1674  1.59
5 C -2.0035 -0.5765 1.8318  -1.01
6 C -2.6849 -1.6765 0.9097  -0.91
7 C -1.6834 -2.3297 -0.1966  0.59
8 C -1.6610 -3.9507 -0.0173  -0.83
9 S -0.2150 -4.5730 0.9418  0.98
10 O -0.4511 -4.1481 2.3808  -0.55
11 O -0.1769 -6.0855 0.8390  -0.58
12 Cl 1.5541 -3.6783 0.3016  -0.10
13 O 0.0360 0.2240 0.9440  -0.09
14 Al 0.8497 1.3410 -0.3295  -0.36
15 C 1.7851 3.0591 0.3451  -0.35
16 O 2.1366 3.9780 -0.7552  -0.34
17 O 1.3850 3.6873 -1.8599  -0.28
18 O 1.8172 0.1821 -1.4312  -0.30
19 C 3.1034 0.7064 -1.7873  -0.61
20 C 4.3377 0.1025 -0.9641  0.42
21 C 4.0176 -0.1546 0.6018  -0.76
22 C 5.0440 -1.1707 -1.6490  0.29
23 C 5.9396 -2.0432 -0.6421  -1.34
24 C 4.0090 -2.1514 -2.4105  -0.82
25 O -0.8167 1.9542 -0.8507  -0.35
26 C -1.9736 1.5478 -0.0290  0.76
27 C -2.5863 3.0152 0.2082  -1.19
28 O -3.9911 3.1044 0.4829  -0.40
29 C -4.4151 2.4126 1.6601  -0.32
30 C -2.7778 0.8043 -1.2287  -0.90
31 O -4.1864 0.5644 -0.9596  -0.10
32 C -4.9088 0.3765 -2.1729  0.70
33 C -4.6184 -0.9596 -3.0367  -0.82
34 O -5.7222 1.1998 -2.6335  -0.59
35 H 0.9860 0.9234 4.9857  0.27
36 H 1.4699 0.3905 3.3033  0.09
37 H 1.1845 2.2327 3.7189  0.24
38 H -0.2293 2.3740 2.1192  -0.11
39 H -1.9422 2.2987 2.7558  -0.06
40 H -2.7282 -0.2550 2.6606  0.34
41 H -1.1701 -1.1534 2.3802  0.25
42 H -2.9033 -2.5672 1.6170  0.72
43 H -3.7074 -1.4103 0.4802  0.17
44 H -2.1559 -2.1637 -1.2224  -0.11
45 H -0.6136 -1.9661 -0.1002  -0.26
46 H -1.6557 -4.3750 -1.0897  0.40
47 H -2.6336 -4.3456 0.4468  0.42
48 H 1.0935 3.6977 1.0199  0.28
49 H 2.7016 2.8333 1.0051  0.26
50 H 1.0938 4.5090 -2.3152  0.26
51 H 3.1983 1.8420 -1.7456  0.20
52 H 3.2750 0.4237 -2.8960  0.28
53 H 5.1461 0.9286 -0.9572  0.23
54 H 3.5084 0.8050 0.9735  0.02
55 H 5.0226 -0.1976 1.1653  0.45
56 H 3.3929 -1.0806 0.7953  0.01
57 H 5.7758 -0.7417 -2.4304  0.22
58 H 6.4961 -2.8497 -1.2475  0.41
59 H 6.7588 -1.4383 -0.1145  0.31
60 H 5.3101 -2.5824 0.1474  0.20
61 H 3.7363 -1.6095 -3.3883  0.27
62 H 3.0742 -2.1863 -1.7362  0.00
63 H 4.4494 -3.1801 -2.6119  0.39
64 H -2.0261 3.6577 0.9623  0.25
65 H -2.4299 3.5483 -0.8024  0.38
66 H -3.9688 1.3797 1.8184  0.04
67 H -4.2266 3.1206 2.5552  0.25
68 H -5.5588 2.2678 1.6470  0.25
69 H -2.2323 -0.1126 -1.6229  -0.04
70 H -2.7412 1.5742 -2.0886  0.67
71 H -4.9513 -1.9041 -2.4967  0.25
72 H -3.5234 -1.0533 -3.3288  0.25
73 H -5.2697 -0.8714 -3.9720  0.32

The largest force on an atom is 6.50 eV Å⁻¹. The value obtained for the relative energy (zero: lowest compared OMol25 entry of this formula, charge and spin) is 123.9 kcal per mole. Its total energy is -73845.409 eV. The HOMO energy is -5.80 eV. As for the net charge: -1.